Formula: C19H35BrCl4LiO9PS2
Source: the Open Molecules 2025 dataset
Level of theory: ωB97M-V/def2-TZVPD

Calculated values
E_LUMO in Eh: -0.0574
Gap between HOMO and LUMO in eV: 5.955
Spin multiplicity: 1
E in eV: -189992.3330

The geometry in XYZ format:
```
72
Properties=species:S:1:pos:R:3:forces:R:3:lowdin_charge:R:1
C -0.207 -1.319 3.650 0.2664 0.0573 -0.0336 -0.11
O -0.898 -0.889 2.506 -0.1260 0.0951 -0.1045 -0.21
C -0.451 -1.529 1.318 -0.2401 -0.5091 0.2831 -0.25
C -1.258 -1.067 0.133 -0.1781 0.5758 0.4502 -0.16
C -0.900 0.303 -0.479 0.2131 -0.0377 0.0592 -0.26
C 0.397 0.984 0.080 -0.8234 1.1515 -0.6368 -0.31
C 0.602 2.521 -0.360 -1.3131 -0.4839 0.3806 -0.33
C 1.988 3.077 -0.099 0.1855 0.3737 -0.0464 -0.23
C 2.625 2.929 1.302 0.0697 -0.4518 -0.3128 -0.18
C 3.596 1.755 1.347 -0.3946 -0.5186 0.1727 -0.23
C 4.151 1.317 2.719 0.6819 0.4163 -0.4279 -0.15
C 4.328 -0.213 2.831 0.0724 0.5744 0.3140 -0.14
C 5.315 -0.632 1.818 -0.5093 -0.4865 -0.7760 -0.12
C 5.057 -1.074 0.572 0.0238 -0.0556 1.4360 -0.25
P 3.404 -1.282 -0.007 0.0172 -0.3614 -1.5326 0.53
S 2.846 -0.195 -1.519 1.4255 -0.9072 -0.4144 0.15
C 6.329 -1.249 -0.148 0.1681 -0.1952 -0.7564 -0.42
O 6.532 -1.574 -1.280 -0.0294 0.1253 0.7677 0.17
O 7.339 -0.945 0.744 0.3446 0.0311 0.0502 0.15
C 6.787 -0.570 1.959 0.2352 0.0813 -0.2744 -0.38
O 7.438 -0.280 2.905 0.1753 0.0364 0.1562 0.20
H -0.839 -1.187 4.524 -0.1070 0.0935 0.0459 0.09
H 0.710 -0.740 3.794 0.1030 0.0360 0.0238 0.08
H 0.070 -2.374 3.583 -0.0605 -0.1376 -0.0145 0.09
H 0.626 -1.392 1.180 0.0487 0.2066 -0.0050 0.08
H -0.607 -2.607 1.452 0.0335 -0.1145 0.0123 0.12
H -1.228 -1.861 -0.611 0.0703 -0.0038 -0.1730 0.11
H -2.290 -0.996 0.482 -0.1388 -0.3473 0.0213 0.09
H -0.799 0.124 -1.572 -0.3433 0.3078 1.3466 -0.03
H -1.735 0.995 -0.363 -0.1463 0.0882 0.1648 0.09
H 1.228 0.396 -0.300 -0.2071 0.2643 0.4903 -0.08
H 0.405 0.957 1.173 -0.1528 -0.0184 0.1249 0.10
H -0.137 3.125 0.177 -0.0462 -0.0435 0.3239 0.10
H 0.371 2.676 -1.475 0.1550 0.3482 2.6630 -0.04
H 2.646 2.657 -0.863 0.2407 0.0255 0.0488 0.08
H 1.919 4.146 -0.303 0.0818 0.1003 -0.1698 0.11
H 1.849 2.718 2.039 -0.1091 0.3470 0.1895 0.11
H 3.158 3.845 1.551 -0.1360 0.1354 0.2630 0.11
H 3.025 0.934 0.911 0.0910 0.1653 0.0831 0.02
H 4.428 1.921 0.662 0.0161 0.0821 -0.1249 0.12
H 5.151 1.747 2.791 0.0468 0.1434 0.3397 0.12
H 3.601 1.702 3.573 -0.3491 -0.0511 -0.0200 0.12
H 3.381 -0.687 2.608 -0.0622 -0.1383 0.4699 0.08
H 4.644 -0.487 3.835 0.1166 -0.0401 0.0481 0.13
H 3.176 -2.653 -0.121 0.1362 -0.2828 0.1519 0.00
H 2.660 -0.910 1.092 -0.2511 -0.3305 0.2194 -0.04
Li 1.870 -0.818 -3.652 -0.4933 0.5477 0.2057 0.55
C -3.740 -2.568 -4.311 -0.4025 0.1884 0.0624 -0.15
C -3.659 -2.227 -5.786 0.1007 -0.3586 -0.0635 -0.15
O -2.922 -0.998 -5.819 0.0052 0.0795 0.1482 -0.18
S -1.850 -0.975 -4.635 -0.8305 -0.5482 -0.1152 0.56
O -0.591 -1.381 -5.153 0.5740 0.0103 0.1520 -0.25
O -2.024 0.209 -3.900 0.0109 0.6253 0.1008 -0.25
O -2.452 -2.194 -3.797 0.2496 -0.2001 -0.2099 -0.19
H -4.501 -1.979 -3.795 0.0190 0.0284 -0.0128 0.13
H -3.912 -3.625 -4.132 0.1927 -0.0308 0.0655 0.14
H -4.633 -2.081 -6.242 0.0190 0.2058 -0.0052 0.14
H -3.103 -2.983 -6.344 -0.0179 -0.0063 0.0127 0.13
C -3.608 0.565 3.476 0.1212 -0.0517 0.0520 -1.03
Cl -4.293 0.934 1.887 -0.0576 0.0625 -0.1080 0.55
Cl -4.387 1.488 4.767 0.0024 -0.0144 -0.0191 0.52
H -3.748 -0.490 3.668 -0.0407 -0.0258 -0.0036 0.03
H -2.555 0.813 3.447 0.0142 0.0237 -0.0330 0.01
C -7.692 0.908 -0.378 0.0310 0.0621 0.0281 -1.02
Cl -9.096 0.349 0.548 0.0246 0.0099 -0.0123 0.49
Cl -7.315 -0.137 -1.744 -0.3399 -0.1150 -0.0126 0.54
H -7.906 1.900 -0.755 -0.0488 0.0122 -0.0263 0.03
H -6.837 0.929 0.287 0.0116 -0.0427 0.0347 -0.02
O -4.416 0.310 -1.790 0.3902 0.0345 0.0680 -0.12
H -3.576 0.612 -2.164 -0.0066 -0.0498 0.0426 0.02
H -4.240 0.198 -0.846 0.0574 -0.0175 -0.1974 -0.02
Br 0.754 1.124 -2.646 1.1186 -0.7762 -5.4311 0.26
```
Forces are in eV/Å.

Formula: C19H35BrFN6O7P5S
Source: the Open Molecules 2025 dataset
Level of theory: ωB97M-V/def2-TZVPD

Calculated values
E_LUMO in Eh: -0.0558
Gap between HOMO and LUMO in eV: 6.682
Spin multiplicity: 1
E in eV: -173584.6237

The geometry in XYZ format:
```
75
Properties=species:S:1:pos:R:3:forces:R:3:lowdin_charge:R:1
C 6.809 -2.944 -1.212 0.6358 0.5741 -0.2032 -0.15
C 6.574 -1.456 -1.557 0.1226 -1.3436 -0.3735 -0.69
Br 8.378 -0.701 -1.780 -0.2530 0.2316 0.1424 0.71
C 5.768 -1.357 -2.873 -0.0372 0.1263 0.0692 -0.18
C 4.393 -0.751 -2.732 -0.2737 -0.5024 -0.1670 -0.21
N 3.416 -1.619 -2.786 -0.1051 0.5017 0.0757 0.21
C 2.154 -1.123 -2.649 0.1859 -0.3774 -0.1722 -0.14
C 1.070 -2.042 -2.649 -0.5840 -0.8015 0.1364 -0.12
C 1.451 -3.506 -2.853 -0.1496 0.7620 -0.1355 -0.05
C 2.129 -4.101 -1.646 0.2489 -0.0532 -0.6016 -0.47
O 3.220 -4.533 -1.677 0.9275 -0.5769 0.1471 0.17
F 1.476 -4.099 -0.477 -0.6243 0.3548 0.0827 0.11
C -0.240 -1.629 -2.475 0.4219 0.5491 0.7441 -0.20
P -1.552 -2.912 -2.428 -1.4999 -0.5181 -1.8544 0.18
O -2.810 -2.419 -1.543 1.2999 0.3305 0.6169 -0.22
O -1.024 -4.199 -1.621 -0.0447 0.7184 0.3812 -0.20
S -2.146 -3.351 -4.187 0.4605 -0.1106 0.0541 0.37
C -0.477 -0.207 -2.344 0.1743 0.2232 0.6180 -0.27
P -2.186 0.451 -2.172 -1.5360 -0.9575 -1.3208 0.73
O -3.069 -0.101 -3.222 0.1234 0.0061 -0.3054 -0.43
C 0.583 0.678 -2.353 -0.0462 0.4581 -0.3812 -0.25
P 0.280 2.472 -2.125 -0.0367 0.1691 0.8294 0.71
O -0.300 2.777 -0.793 -0.2480 -0.1349 0.0825 -0.45
C 1.929 0.236 -2.502 -1.1568 0.6777 0.2037 -0.21
N 2.926 1.166 -2.460 0.3419 -1.1092 -0.1216 0.09
C 4.125 0.659 -2.566 1.6136 -0.0756 0.2304 -0.31
P 5.455 1.988 -2.447 -1.5774 2.0222 -0.4139 0.84
N 6.600 1.642 -3.657 0.4573 -0.5167 0.6030 -0.18
O 6.175 1.666 -0.999 0.2744 -0.6064 -0.5221 -0.33
H 5.945 -3.389 -0.723 -0.0668 -0.0591 -0.0829 0.08
H 7.068 -3.480 -2.124 -0.2030 -0.1475 -0.0209 0.08
H 7.703 -3.004 -0.595 -0.2608 -0.2130 0.4217 0.05
H 6.063 -1.026 -0.702 0.2862 0.6358 -0.0805 0.08
H 6.329 -0.883 -3.675 0.0519 0.3481 0.1927 0.09
H 5.612 -2.381 -3.203 -0.2265 -0.0048 -0.0402 0.11
H 2.206 -3.511 -3.633 0.1507 -0.1595 0.0734 0.13
H 0.623 -4.094 -3.233 -0.1230 -0.1185 0.2779 0.09
H -2.482 -1.880 -0.804 -0.4700 -0.1032 0.2665 0.05
H -1.266 -4.111 -0.688 0.1872 -0.2975 0.0774 0.09
H -2.238 1.848 -2.271 0.6170 0.0075 0.6861 0.01
H -2.712 0.061 -0.919 0.6915 0.5307 0.3326 0.02
H -0.576 2.820 -3.191 0.3409 -0.0368 -0.2175 0.01
H 1.486 3.153 -2.320 -0.0623 -0.2086 -0.4799 0.02
H 6.572 2.354 -4.373 -0.1122 0.1665 0.1131 0.03
H 7.551 1.587 -3.306 0.0071 -0.4364 -0.0599 0.00
H 5.508 1.375 -0.368 0.0582 0.0747 0.1497 0.05
C -5.853 1.321 2.206 -0.1915 0.4362 0.3018 -0.13
N -5.012 0.465 3.009 0.1568 -0.4792 0.3373 -0.32
C -5.576 -0.855 3.228 0.2428 -0.2587 -0.0777 -0.13
P -3.504 0.846 3.699 -0.8526 2.3380 -5.1841 0.68
O -2.675 -0.335 3.255 -0.1375 -0.5335 3.1776 -0.32
N -2.649 2.080 2.824 -0.0670 0.5909 0.0715 -0.34
C -2.930 2.293 1.419 -0.3592 -0.0179 -0.1711 -0.13
C -1.209 2.036 3.052 0.0158 -0.1524 0.2109 -0.15
N -4.190 2.050 4.742 1.1332 -1.4934 1.6058 -0.29
C -4.965 1.510 5.879 -0.3676 -0.0772 -0.1816 -0.12
C -3.492 3.285 5.114 0.1672 0.2170 -0.0318 -0.12
H -5.741 2.373 2.471 0.1403 -0.0143 0.0149 0.07
H -6.910 1.081 2.355 0.0465 -0.0783 0.0837 0.08
H -5.634 1.202 1.139 -0.0504 0.0260 0.0016 0.08
H -6.363 -0.822 3.994 -0.0860 -0.0045 -0.1066 0.08
H -4.814 -1.556 3.566 0.0830 0.0868 -0.0382 0.07
H -6.005 -1.264 2.308 -0.0040 0.0376 -0.0097 0.08
H -2.901 1.353 0.850 -0.0233 0.0541 -0.1024 0.05
H -2.204 2.975 0.974 0.2195 -0.1401 0.1508 0.07
H -3.897 2.776 1.271 -0.0684 -0.1935 0.0293 0.06
H -0.717 1.250 2.468 0.0326 -0.0130 0.0428 0.08
H -0.990 1.854 4.108 -0.0005 -0.0612 -0.0452 0.07
H -0.761 2.998 2.792 -0.0897 0.0149 -0.0794 0.08
H -6.015 1.798 5.781 0.0143 0.0362 0.0516 0.09
H -4.598 1.874 6.839 0.1082 0.0066 -0.0515 0.08
H -4.921 0.421 5.917 -0.0730 -0.0212 -0.0608 0.07
H -3.367 3.932 4.253 0.1191 -0.1747 -0.1138 0.08
H -2.515 3.095 5.565 0.0063 0.1177 0.0495 0.08
H -4.095 3.841 5.835 -0.0965 -0.2484 0.0712 0.08
```
Forces are in eV/Å.

Formula: C19H35Cu2N3O
Source: the Open Molecules 2025 dataset
Level of theory: ωB97M-V/def2-TZVPD

Calculated values
E_LUMO (alpha / beta) in Eh: -0.4183 / -0.4427
Gap between HOMO and LUMO (alpha / beta) in eV: 4.475 / 3.165
Spin multiplicity: 2
Total charge: +3
E in eV: -116034.8679

The geometry in XYZ format:
```
60
Properties=species:S:1:pos:R:3:forces:R:3:lowdin_charge:R:1
C -0.023 4.951 -2.769 -0.2452 -0.3683 0.8291 -0.07
C 0.813 3.763 -3.343 -0.4049 1.5247 -1.9987 -0.24
C 0.944 2.502 -2.585 -1.0121 -0.9547 1.7631 -0.20
C -0.421 1.768 -2.493 0.7330 -0.2322 1.5020 -0.09
N -0.270 0.308 -2.098 0.2360 -2.6105 -0.0748 -0.16
C -1.650 -0.379 -1.760 -0.0418 0.9259 0.0455 -0.08
C -1.855 -0.269 -0.270 0.3975 0.7181 1.2950 -0.13
C -0.421 -0.287 0.360 -1.3432 1.9618 0.7621 -0.16
C 0.529 0.035 -0.748 0.7775 -0.9490 -2.0073 -0.08
C 0.359 -0.494 -3.327 -1.4624 -1.2235 1.0179 -0.08
C -0.570 -0.479 -4.573 1.2354 1.7472 -1.0826 -0.21
C -0.340 -1.482 -5.736 -0.4118 -0.6606 0.8303 -0.07
H 0.505 5.729 -2.216 0.4333 -0.0233 -0.4547 0.08
H -0.773 4.659 -2.034 0.0031 -0.6948 0.2439 0.06
H -0.684 5.396 -3.513 0.6114 0.1886 -0.3205 0.08
H 1.813 4.028 -3.688 -0.0057 0.5908 0.2999 0.12
H 0.296 3.592 -4.287 0.0913 -0.5308 -0.2475 0.11
H 1.241 2.806 -1.581 0.0025 -0.1956 0.3767 0.11
H 1.721 1.796 -2.881 0.0602 0.3296 -0.6789 0.11
H -0.965 1.819 -3.436 -0.1118 -0.1047 0.2578 0.13
H -0.978 2.145 -1.635 -0.4001 0.5584 -0.4644 0.14
H -1.725 -1.447 -1.964 0.6917 0.2175 -0.9947 0.14
H -2.376 0.218 -2.311 -0.1350 -0.4978 -0.0312 0.14
H -2.440 -1.043 0.227 -0.0941 -0.3027 -0.7046 0.12
H -2.419 0.633 -0.034 0.4025 0.2535 0.1427 0.12
H -0.247 -1.180 0.958 0.2451 -0.3709 -0.6148 0.08
H -0.301 0.524 1.078 -0.5030 0.0670 0.2701 0.11
H 1.077 -0.895 -0.900 0.2954 0.1436 -0.7760 0.11
H 1.278 0.809 -0.580 -0.4414 0.1795 -0.0568 0.12
H 0.354 -1.518 -2.953 0.3701 -0.0882 0.1811 0.11
H 1.389 -0.169 -3.469 -0.2902 0.1455 -0.1988 0.13
H -0.274 0.467 -5.026 -0.5439 0.4030 -0.2172 0.10
H -1.631 -0.387 -4.341 0.1473 -0.2858 0.2530 0.11
H 0.638 -1.412 -6.213 0.0662 -0.1025 0.3721 0.09
H -1.066 -1.373 -6.542 -0.1017 0.6837 0.1707 0.09
H -0.575 -2.492 -5.399 0.5608 -0.2591 0.0807 0.07
Cu 2.272 -4.408 3.736 -0.5364 0.8806 -0.4370 0.75
Cu 2.081 -4.410 0.749 -0.5938 0.6867 0.8070 0.76
O 1.284 -3.028 2.396 1.7334 -1.4787 -1.2178 -0.37
H 1.562 -2.175 2.009 0.3741 -1.1310 -0.2203 -0.03
N 1.709 -0.442 3.519 -1.1335 0.2784 -0.6101 0.07
C 1.071 0.337 4.432 1.2592 -1.4785 1.0877 0.05
C 1.965 1.382 4.695 -0.8421 2.2450 1.0437 0.03
C 2.878 1.428 3.699 1.6139 1.7061 -0.0753 -0.02
C 2.759 0.285 2.985 -0.5988 -1.8226 -0.9502 0.00
H 1.284 -1.289 3.168 0.1809 0.3514 0.3646 0.07
H 0.240 0.003 5.036 -0.4251 -0.0476 -0.3805 0.13
H 1.900 2.105 5.494 -0.3017 -0.0148 -0.0127 0.15
H 3.585 2.210 3.467 0.1193 -0.0830 0.3428 0.15
H 3.325 -0.032 2.121 -0.0265 -0.1921 0.0854 0.14
N -0.939 -2.540 3.768 -1.0072 0.2222 0.7158 0.01
C -0.977 -2.340 5.102 0.9989 0.8767 1.3826 -0.16
C -2.289 -2.191 5.527 1.4981 -0.5648 1.5795 -0.06
C -3.106 -2.455 4.443 -0.3376 0.3643 0.3437 -0.05
C -2.244 -2.603 3.403 -0.7023 -0.9385 -3.0805 -0.13
H -0.108 -2.656 3.206 -0.5436 -0.4065 -0.1305 0.04
H -0.044 -2.296 5.644 -0.1090 0.0193 0.3404 0.11
H -2.531 -2.076 6.573 -0.2736 0.1110 -0.1432 0.12
H -4.178 -2.554 4.525 0.0956 0.1030 -0.5591 0.13
H -2.451 -2.893 2.383 -0.2540 0.1301 -0.0465 0.11
```
Forces are in eV/Å.

| no. | maximum force (Eh/bohr) |
| --- | --- |
| 1 | 0.109 |
| 2 | 0.112 |
| 3 | 0.064 |